1.
Entry from the Open Molecules 2025 dataset: a 9-piece molecular cluster, C9H37O9 overall in a non-equilibrium geometry (ωB97M-V/def2-TZVPD).

XYZ file:
```
55
Properties=species:S:1:pos:R:3:forces:R:3
O -2.094 1.036 -1.918 0.61 -0.01 0.02
H -2.302 0.272 -1.375 -0.07 -0.95 0.76
H -2.563 1.809 -1.594 -0.44 1.06 0.37
H -2.350 0.846 -2.824 -0.17 -0.11 -1.25
O -1.527 -3.450 -4.407 0.02 0.27 0.25
H -2.059 -4.242 -4.487 -0.13 -0.24 0.01
H -1.334 -3.199 -5.310 0.09 0.03 -0.24
O -4.051 4.946 -0.804 0.17 -0.41 -0.12
H -4.036 5.877 -1.025 0.04 0.25 -0.12
H -4.568 4.899 0.000 -0.16 0.01 0.23
O -7.602 -1.010 -1.608 -0.02 0.16 -0.21
H -7.479 -0.604 -0.750 -0.09 0.08 0.26
H -6.855 -1.602 -1.703 0.12 -0.26 -0.03
O -3.436 -2.962 0.246 -0.06 0.42 -0.23
H -3.367 -3.861 -0.074 0.01 -0.25 -0.11
H -3.062 -2.991 1.127 0.10 -0.05 0.31
O -3.309 0.875 -6.282 0.11 -0.03 0.43
H -4.018 1.309 -6.757 -0.24 0.13 -0.10
H -2.708 0.579 -6.966 0.17 -0.09 -0.18
C 0.568 2.538 5.778 0.00 1.55 -0.62
C 0.908 3.461 4.529 -0.21 -2.32 0.09
C 2.355 3.292 4.161 0.51 1.75 0.93
O 0.174 2.924 3.456 -1.37 -0.59 -0.98
H 0.698 1.470 5.605 0.43 0.17 -0.50
H -0.475 2.631 6.078 0.03 0.35 0.05
H 1.225 2.856 6.588 -0.17 -0.14 0.19
H 0.611 4.509 4.573 0.21 0.12 0.96
H 2.656 2.250 4.049 0.07 0.24 0.16
H 2.856 3.868 4.940 0.80 -0.73 0.46
H 2.646 3.919 3.319 -0.30 -0.39 -0.64
H 0.449 3.391 2.664 -0.01 -0.01 -0.12
C 1.326 -6.645 3.777 0.69 -0.93 0.39
C 1.250 -5.256 3.132 1.20 -2.07 0.09
C 1.445 -5.264 1.562 -0.81 0.75 1.44
O -0.002 -4.786 3.540 -1.13 1.54 -1.24
H 1.143 -6.625 4.851 -0.58 0.63 0.19
H 2.294 -7.139 3.855 0.37 0.12 -0.96
H 0.606 -7.360 3.377 -0.01 0.13 -0.27
H 2.084 -4.700 3.560 -0.06 0.56 0.03
H 0.658 -5.852 1.091 0.18 -0.15 -0.05
H 2.445 -5.559 1.247 -0.12 -0.46 0.37
H 1.360 -4.237 1.207 -0.25 0.12 0.00
H -0.168 -4.871 4.482 0.49 -0.22 -0.01
C 3.486 1.531 -3.063 0.23 -0.45 -0.84
C 3.447 3.013 -3.427 1.68 -1.93 -1.31
C 3.186 3.260 -4.950 0.20 -0.34 0.89
O 2.538 3.592 -2.625 -2.43 1.86 1.48
H 2.605 0.967 -3.368 -0.20 0.21 -0.48
H 3.581 1.248 -2.014 0.38 0.72 0.13
H 4.345 1.160 -3.623 -0.03 -0.55 0.17
H 4.422 3.405 -3.137 0.48 0.06 -0.41
H 3.748 2.566 -5.574 0.14 0.04 0.07
H 3.470 4.275 -5.230 -0.09 0.04 0.00
H 2.129 3.102 -5.166 -0.07 0.06 0.06
H 2.649 4.539 -2.732 -0.34 0.26 0.24
```
Forces are in eV/Å.

Results
HOMO energy   -11.8 eV
Energy above the lowest of the compared OMol25 structures with the same formula, charge and spin   97.4 kcal per mole
Calculated total energy   -28350.972 eV
Total charge   +1
LUMO   -4.43 eV

***

2.
Entry from the Open Molecules 2025 dataset: a 2-piece molecular cluster, C9H3N6O9 overall in a non-equilibrium geometry (ωB97M-V/def2-TZVPD).

XYZ file:
```
27
Properties=species:S:1:pos:R:3:forces:R:3
C -1.635 -4.894 0.043 -0.53 0.49 0.03
C -1.939 -3.371 -0.256 -0.04 -0.27 -0.16
O -3.070 -2.871 -0.274 0.98 -0.54 0.34
N -0.754 -2.768 -0.534 0.35 -0.80 0.36
C 0.239 -3.732 -0.535 -0.64 0.12 0.01
O 1.444 -3.601 -0.604 -0.80 -0.22 -0.11
O -0.322 -5.063 -0.455 0.45 0.92 0.28
H -1.639 -5.147 1.135 -0.19 0.40 -0.71
H -2.376 -5.537 -0.467 0.48 0.23 0.09
O 3.416 4.305 0.827 -0.72 -0.55 -0.66
N 2.732 3.636 0.069 -0.79 -1.25 -0.38
C 1.839 2.604 0.212 1.25 1.65 0.35
C 1.337 2.252 -1.055 0.58 1.30 -1.75
N 1.993 2.980 -2.015 -1.61 -0.97 1.98
O 2.804 3.857 -1.323 0.26 -0.62 0.37
C 0.163 1.355 -1.111 -0.27 -0.15 1.67
N -0.746 1.349 -2.262 -1.53 -1.52 -1.72
O -1.777 0.650 -2.140 2.09 1.58 -0.12
O -0.484 2.005 -3.290 0.11 -0.87 2.22
C -0.313 0.758 0.080 0.28 0.23 -2.59
C 0.117 1.287 1.305 0.36 1.34 2.38
N -0.624 1.443 2.479 0.43 -1.22 -1.22
O -1.582 0.843 2.940 1.07 1.05 -0.45
O -0.028 2.491 3.207 0.03 -0.74 -0.23
N 1.061 2.999 2.544 0.18 -1.93 -2.20
C 1.168 2.232 1.408 -1.28 2.13 2.59
H -1.023 -0.061 0.074 -0.50 0.22 -0.37
```
Forces are in eV/Å.

Results
HOMO energy   -5.4 eV
Calculated total energy   -36739.080 eV
Total charge   -1
LUMO   0.08 eV

***

3.
Entry from the Open Molecules 2025 dataset: C9H40O11 as an isolated structure in a non-equilibrium geometry (ωB97M-V/def2-TZVPD).

XYZ file:
```
60
Properties=species:S:1:pos:R:3:forces:R:3
O -0.280 0.914 -0.640 -0.29 -2.15 -1.18
H 0.516 0.800 -0.093 0.57 0.50 2.31
H 0.224 0.570 -1.423 -0.96 0.26 -1.34
H -0.925 0.055 -0.430 -0.36 1.02 0.79
O -2.121 -0.693 0.264 2.91 2.70 -1.41
H -2.639 -1.327 0.658 -1.67 -2.51 1.32
C 1.989 4.098 0.465 1.10 -3.26 2.96
O 2.970 3.812 -0.491 1.89 2.12 2.78
H 1.172 3.255 0.588 1.93 1.19 0.23
H 1.439 4.889 0.225 -2.30 3.60 -1.43
H 2.517 4.449 1.459 -1.01 -1.36 -1.71
H 2.651 3.273 -1.136 -1.71 -2.20 -2.74
C -4.215 0.715 2.504 0.42 -1.65 0.03
O -4.043 1.079 1.136 0.61 -0.18 -0.14
H -5.277 0.782 2.786 0.50 0.52 -0.05
H -3.518 1.049 3.295 -0.29 1.67 -0.65
H -3.948 -0.317 2.743 -0.40 -0.90 -0.91
H -3.402 0.506 0.582 -0.73 0.63 1.84
C 2.955 -0.897 2.445 4.72 -0.31 8.84
O 3.197 -0.736 3.839 0.11 -2.23 3.56
H 2.392 0.142 2.123 5.20 -10.18 6.95
H 2.196 -1.718 2.454 5.49 -1.70 5.26
H 4.038 -1.067 2.121 -1.93 -0.22 -0.87
H 3.087 -1.693 4.259 0.53 3.33 -1.17
C -3.669 0.605 -2.272 3.63 -1.77 5.02
O -3.014 -0.690 -2.207 0.14 -0.46 -0.83
H -4.514 0.577 -1.681 -2.04 0.29 1.11
H -3.815 0.516 -3.215 -1.70 1.21 -6.33
H -2.992 1.388 -1.927 -0.11 0.28 -0.32
H -2.647 -0.927 -1.352 -0.12 0.56 0.86
C 0.758 -1.734 -3.357 -3.10 0.07 7.50
O 0.291 -0.386 -3.013 0.78 -1.04 0.72
H 1.305 -2.204 -2.425 -1.30 1.10 -1.73
H 1.370 -1.693 -4.071 5.18 0.50 -5.74
H -0.043 -2.357 -3.646 -1.18 -0.64 0.02
H 0.106 0.099 -3.809 -0.39 0.05 -0.54
C -0.423 0.273 3.333 -3.10 5.86 1.69
O -0.799 -0.936 2.936 0.65 -3.02 -1.09
H -1.001 1.125 2.638 1.68 -1.77 1.64
H 0.608 0.625 3.481 0.19 -0.93 -0.47
H -0.924 0.419 4.358 0.89 0.30 -1.02
H -1.256 -0.819 2.104 -0.29 -0.36 -0.91
C -1.668 -4.010 -0.722 -2.97 3.51 7.31
O -0.625 -3.249 -0.053 -0.58 -1.81 -0.67
H -1.282 -4.664 -1.251 4.10 -6.08 -5.22
H -2.332 -3.465 -1.282 -1.28 1.96 -1.46
H -2.382 -4.626 -0.042 1.33 1.19 -0.23
H -0.909 -2.350 -0.065 -0.62 1.35 0.27
C 1.949 -1.016 0.865 -3.70 3.42 -5.90
O 1.787 0.489 1.003 -3.28 -0.04 -6.59
H 1.708 -1.410 1.830 -4.73 0.82 -5.80
H 2.924 -1.287 0.533 0.53 -0.11 -0.22
H 1.304 -1.282 0.090 -1.45 -0.10 -1.68
H 2.210 0.783 1.824 -1.58 7.06 -2.72
C 3.103 1.683 -2.958 5.70 -2.13 0.47
O 1.903 2.249 -2.822 -1.98 1.69 0.04
H 3.906 2.398 -2.536 -1.00 -1.49 -0.41
H 3.488 1.411 -4.028 -1.04 0.81 1.45
H 3.064 0.671 -2.426 0.79 1.12 -0.34
H 1.527 1.836 -3.566 -2.32 -0.07 -1.17
```
Forces are in eV/Å.

Results
HOMO energy   -9.2 eV
Energy above the lowest of the compared OMol25 structures with the same formula, charge and spin   508.3 kcal per mole
Calculated total energy   -32483.674 eV
LUMO   -0.15 eV

***

4.
Entry from the Open Molecules 2025 dataset: a 15-piece molecular cluster, C9H46O18S overall in a non-equilibrium geometry (ωB97M-V/def2-TZVPD).

XYZ file:
```
74
Properties=species:S:1:pos:R:3:forces:R:3
C -3.562 -0.015 1.958 -0.19 -0.49 -0.37
C -3.971 -1.161 1.002 -0.34 0.24 0.20
C -4.438 -0.685 -0.376 0.28 0.29 0.19
C -3.355 -0.033 -1.246 -0.23 -0.33 -0.25
C -2.273 -1.037 -1.702 -0.05 0.67 0.01
C -0.870 -1.004 -1.097 0.21 -0.77 0.22
C -0.232 -2.406 -1.246 -0.35 -0.03 -0.23
C -0.587 -3.433 -0.157 -0.10 0.09 -0.11
C -0.749 -0.390 0.298 -0.04 0.49 0.26
O 0.543 0.274 0.362 -0.17 0.26 -0.09
S 1.201 0.388 -1.061 2.03 -0.64 0.40
O 2.288 -0.556 -1.063 -0.56 -0.18 -0.26
O 1.651 1.703 -1.381 -1.18 0.40 0.03
O -0.020 -0.071 -1.903 -0.27 0.29 -0.10
H -2.710 -0.319 2.562 0.03 0.26 0.09
H -3.342 0.914 1.431 0.17 -0.01 0.03
H -4.376 0.193 2.646 0.04 0.10 0.01
H -3.192 -1.928 0.934 0.07 0.09 -0.15
H -4.815 -1.665 1.474 0.06 -0.20 -0.15
H -5.242 0.040 -0.215 0.00 0.00 -0.12
H -4.876 -1.503 -0.955 0.00 -0.06 0.10
H -3.856 0.312 -2.150 0.03 0.08 0.10
H -2.950 0.860 -0.767 0.14 -0.04 0.00
H -2.117 -0.892 -2.774 0.09 -0.20 0.01
H -2.647 -2.055 -1.580 -0.02 0.02 0.06
H -0.628 -2.783 -2.192 0.22 0.05 -0.08
H 0.841 -2.317 -1.384 0.02 0.03 0.25
H -1.347 -4.128 -0.514 0.05 -0.04 0.04
H -0.991 -2.987 0.751 0.07 -0.01 0.03
H 0.297 -4.001 0.125 -0.04 -0.04 0.02
H -1.477 0.385 0.500 -0.17 -0.02 -0.20
H -0.799 -1.099 1.116 0.17 -0.13 -0.11
O -5.883 0.479 -3.222 -0.11 -0.01 0.21
H -6.521 0.060 -3.808 0.04 0.02 -0.10
H -5.808 1.367 -3.583 0.05 -0.01 -0.08
O -1.917 1.781 3.970 0.11 -0.01 0.04
H -1.751 1.513 4.879 -0.02 0.02 0.03
H -1.042 1.748 3.568 0.05 0.08 0.03
O -4.821 -0.598 4.828 -0.16 -0.18 0.13
H -4.947 0.255 5.257 0.07 0.05 -0.07
H -5.492 -1.162 5.225 0.01 0.03 0.08
O -6.260 0.545 -6.110 -0.03 0.01 -0.12
H -6.209 1.216 -6.797 -0.05 0.02 -0.01
H -5.767 -0.202 -6.464 0.04 -0.01 0.03
O 3.434 0.780 1.698 -0.07 0.20 0.21
H 3.253 0.228 0.928 0.16 -0.19 0.01
H 2.882 1.557 1.565 0.07 0.05 -0.12
O 2.471 1.859 -4.535 -0.04 -0.12 -0.01
H 2.092 1.823 -3.651 0.06 0.10 0.05
H 3.209 1.237 -4.507 0.09 -0.01 -0.02
O 4.933 -0.092 -5.012 -0.07 0.00 -0.04
H 5.135 0.132 -5.926 -0.02 0.02 -0.02
H 5.789 -0.207 -4.591 -0.01 0.05 0.08
O 6.555 0.888 2.741 0.14 -0.04 -0.11
H 5.596 0.940 2.655 -0.10 -0.09 0.01
H 6.859 0.977 1.828 -0.18 0.04 -0.07
O 1.773 2.408 4.284 -0.15 -0.12 -0.13
H 1.703 3.174 3.707 0.08 0.05 0.03
H 2.339 1.783 3.814 0.03 -0.02 0.06
O 3.647 4.321 -0.733 -0.05 -0.02 0.18
H 3.057 5.064 -0.888 0.01 0.02 -0.05
H 3.065 3.554 -0.697 0.04 -0.07 -0.17
O -4.824 -3.858 2.810 -0.02 -0.04 0.02
H -4.941 -3.019 3.267 0.06 0.03 0.00
H -5.506 -4.437 3.161 0.00 -0.01 0.02
O 4.195 -2.420 0.054 -0.08 -0.02 0.02
H 4.539 -3.071 -0.563 0.04 0.00 -0.01
H 3.592 -1.874 -0.465 0.03 -0.03 -0.02
O 7.350 2.666 0.409 0.01 -0.04 0.04
H 6.873 3.493 0.294 -0.11 -0.05 0.01
H 7.779 2.731 1.271 0.22 0.08 -0.10
O 9.338 1.587 2.457 -0.12 -0.06 0.11
H 10.158 1.095 2.546 0.03 0.02 -0.06
H 8.677 1.071 2.939 -0.04 0.09 0.06
```
Forces are in eV/Å.

Results
HOMO energy   -10.5 eV
Calculated total energy   -57769.245 eV
LUMO   0.19 eV

***

- Which of these has the highest calculated total energy?
  C9H37O9

***

- The lowest HOMO energy belongs to which entry?
  C9H37O9

***

- The lowest LUMO belongs to which entry?
  C9H37O9

***

- The highest LUMO belongs to which entry?
  C9H46O18S